Density functional theory data (ωB97M-V/def2-TZVPD) for the molecule C6H11NO in a non-equilibrium geometry.

Properties
Total energy, Eh: -365.0352
Energy relative to the best compared isomer or geometry (same formula, charge and spin), eV: 5.340
Lowest unoccupied orbital energy, eV: 0.966
Maximum force, eV/A: 2.947
HOMO-LUMO gap, hartree: 0.3449
Total charge: 0
SMILES: OC[C@@H]1CC[C@@H]2N[C@@H]12
HOMO energy, eV: -8.42

The geometry in XYZ format:
```
19
Properties=species:S:1:pos:R:3:forces:R:3
C 1.830642 -0.665259 0.243840 -0.3 -0.7 1.3
C 0.616817 -0.221902 -0.499986 -1.8 -0.1 -2.3
C 0.015971 1.283469 -0.196739 1.8 0.4 1.0
C -1.462597 1.122434 0.352388 -0.8 -0.3 1.7
C -1.745591 -0.195131 -0.359902 0.1 -0.1 -1.2
C -0.552634 -0.936214 0.171349 0.8 -0.1 -2.4
H 3.019814 0.576122 -0.606244 0.0 0.9 -0.4
H 1.882507 -1.763759 0.322492 -0.1 0.2 -0.6
H 1.561158 -0.400620 1.281790 0.6 0.4 0.2
H 0.604885 -0.422381 -1.638490 0.3 0.3 1.8
H 0.697015 1.710548 0.614543 -0.9 -0.1 -1.1
H 0.051106 1.943535 -1.083487 0.1 -0.4 0.4
H -1.425937 0.967670 1.517853 -0.4 0.8 -2.2
H -2.216288 1.891820 0.010125 1.2 -0.4 0.7
H -1.715311 0.046267 -1.465650 0.3 -0.5 1.2
H -2.256692 -2.050080 0.522360 1.2 0.1 -0.6
H -0.342821 -0.973353 1.189535 -0.3 0.4 2.0
N -1.655381 -1.681291 -0.252067 -2.6 -0.6 0.5
O 3.093335 -0.231880 -0.123715 0.7 -0.2 0.0
```
Forces are in eV/Å.

=====

Density functional theory data (ωB97M-V/def2-TZVPD) for the molecule C5H5NO.

Properties
Total energy, Eh: -323.3790
Energy relative to the best compared isomer or geometry (same formula, charge and spin), eV: 3.828
Lowest unoccupied orbital energy (alpha / beta), eV: -0.456 / -0.461
Maximum force, eV/A: 0.400
HOMO-LUMO gap (alpha / beta), hartree: 0.2578 / 0.2562
Total charge: 0
HOMO energy (alpha / beta), eV: -7.47 / -7.43

The geometry in XYZ format:
```
12
Properties=species:S:1:pos:R:3:forces:R:3
O -1.518410 -1.439355 0.238128 0.0 0.0 0.2
C -0.456122 -0.648887 0.021139 0.2 0.2 -0.1
C -0.220762 -0.191008 -1.347565 -0.1 0.0 0.2
C 0.611195 1.151523 -1.483991 -0.2 -0.1 0.3
N 0.940734 1.743381 -0.353848 0.0 -0.2 -0.2
C 0.330844 -0.157141 1.036553 0.0 0.0 -0.1
C 0.943340 1.094689 0.813488 -0.1 -0.1 -0.1
H -1.679181 -1.510356 1.192517 0.0 0.0 -0.2
H 0.260466 -0.587534 2.033774 0.1 0.2 -0.1
H 0.529024 -0.830056 -1.838656 -0.1 0.1 0.1
H -1.126221 -0.263377 -1.962143 0.2 0.1 0.0
H 1.385093 1.638121 1.650605 -0.1 -0.2 -0.1
```
Forces are in eV/Å.

=====

Density functional theory data (ωB97M-V/def2-TZVPD) for the ion C4H5N2S with charge +1 in a non-equilibrium geometry.

Properties
Total energy, Eh: -662.7146
Energy relative to the best compared isomer or geometry (same formula, charge and spin), eV: 1.968
Lowest unoccupied orbital energy (alpha / beta), eV: -5.699 / -5.699
Maximum force, eV/A: 5.876
HOMO-LUMO gap (alpha / beta), hartree: 0.2644 / 0.2644
Total charge: +1
SMILES: C=NC(=S)[N+]#CC
HOMO energy (alpha / beta), eV: -12.89 / -12.89

The geometry in XYZ format:
```
12
Properties=species:S:1:pos:R:3:forces:R:3
C -0.808423 -0.785362 0.354343 -4.6 0.4 3.6
C 0.599362 1.308127 0.341877 -0.5 -2.9 -1.1
C -0.820936 -2.936143 -0.861665 0.1 2.3 2.8
C 1.243064 2.580424 0.176077 -1.3 0.3 -1.0
N 0.092767 0.257942 0.303720 2.1 2.1 -0.7
N -0.751859 -2.074760 0.094846 2.2 -1.6 -2.1
S -2.123244 -0.369704 1.383523 1.3 0.1 -1.5
H -0.762331 -3.949114 -0.556360 0.1 -0.9 -0.1
H -0.990539 -2.615550 -1.843097 -0.3 0.2 -1.6
H 1.997945 2.653692 0.875477 1.5 0.2 2.2
H 1.912296 2.621854 -0.763892 -2.0 0.3 0.8
H 0.411898 3.308594 0.495150 1.5 -0.4 -1.3
```
Forces are in eV/Å.

=====

Q: What is the energy relative to the best compared isomer or geometry (same formula, charge and spin) in the second record?
A: 3.828 eV